The following is a quantum chemistry calculation of a cluster of 9 separate species, C21H45N3O6S3 in total, from OMol25.

Element x y z (Å)
C -0.4744 1.7979 5.5269
O -0.5956 1.8475 4.0866
H -1.2170 2.4187 6.0282
H -0.6579 0.8217 5.9756
H 0.5235 2.0823 5.8606
H -0.2973 1.0546 3.6349
C -4.3517 -1.4720 -2.1621
O -3.7445 -0.2471 -1.8293
H -3.6549 -2.1299 -2.6816
H -4.4530 -1.9959 -1.2117
H -5.3347 -1.4847 -2.6328
H -4.3517 -0.0339 -1.1169
C -3.7074 -0.4054 4.1241
O -2.6510 -1.3335 4.3787
H -4.2620 -0.3444 5.0605
H -3.2321 0.5291 3.8262
H -4.2978 -0.7318 3.2680
H -1.8873 -1.0798 3.8552
N 0.8550 3.8849 0.3378
C 1.6112 3.3918 1.3749
C 2.9751 3.6526 0.9943
C 2.9406 4.2384 -0.2826
C 1.6279 4.4987 -0.6312
H -0.1548 3.8778 0.3582
H 1.1839 2.9050 2.2391
H 3.9126 3.4142 1.4746
H 3.7881 4.5866 -0.8544
H 1.0514 4.9326 -1.4348
N -1.8579 3.3955 1.8150
C -2.1490 2.7486 0.6498
C -2.6106 3.7160 -0.2453
C -2.4574 5.0240 0.3294
C -1.9961 4.7831 1.5876
H -1.4953 2.9646 2.6534
H -2.1356 1.6743 0.5397
H -3.1644 3.5257 -1.1527
H -2.7576 5.9734 -0.0889
H -1.6887 5.5035 2.3312
N 2.3335 -2.7163 -1.3734
C 3.4184 -2.2580 -0.7238
C 3.7148 -2.9732 0.4229
C 2.6976 -3.8703 0.5934
C 1.8877 -3.6933 -0.5374
H 1.8799 -2.4584 -2.2382
H 4.0027 -1.5511 -1.2941
H 4.4979 -2.9443 1.1660
H 2.4909 -4.4870 1.4555
H 0.9433 -4.0856 -0.8846
C 5.4833 2.3959 -3.2576
S 4.2749 1.1202 -3.7368
O 4.8334 -0.1975 -3.2588
C 3.0222 1.4372 -2.3639
H 6.4516 2.0152 -3.5826
H 5.4661 2.6001 -2.1870
H 5.3463 3.3104 -3.8346
H 2.4091 0.5367 -2.3266
H 2.4889 2.3648 -2.5723
H 3.5391 1.5085 -1.4070
C -1.2158 -4.2916 -3.0826
S -2.1721 -5.5467 -2.2568
O -3.6349 -5.1413 -2.0845
C -2.0628 -6.8334 -3.5178
H -1.3151 -3.3560 -2.5321
H -1.5239 -4.2306 -4.1263
H -0.1453 -4.4790 -3.1659
H -1.2784 -7.5239 -3.2083
H -1.7491 -6.4870 -4.5025
H -3.0528 -7.2894 -3.5228
C 0.9472 0.0021 0.8096
S -0.0245 -1.3072 1.8272
O -0.9063 -0.4822 2.7167
C -1.2161 -1.8777 0.4116
H 0.3003 0.7276 0.3164
H 1.5988 -0.4545 0.0645
H 1.6029 0.4000 1.5841
H -0.6175 -2.2878 -0.4019
H -1.5793 -0.9583 -0.0476
H -1.9680 -2.6222 0.6734

multiplicity	2
charge	+1
HOMO-LUMO gap (spin up / spin down)	0.2625 / 0.0859	Eh
LUMO level (spin up / spin down)	-2.993 / -7.797	eV
<S²>	0.7622
E_HOMO (spin up / spin down)	-10.1 / -10.1	eV

=====

The following is a quantum chemistry calculation of a structure of composition C21H46AlO3, from OMol25.

Element x y z (Å)
C 3.4486 -2.0383 3.6232
C 4.0966 -1.9668 2.1014
C 4.4612 -0.4170 1.6657
C 3.4039 0.2096 0.5665
Al 2.0383 1.5283 1.3428
C 0.5267 0.6779 2.4371
C -0.5293 -0.2368 1.5800
C 0.0958 -1.6109 0.9413
C 0.3156 -1.3399 -0.6777
C -1.1187 -2.7569 1.0272
H 3.1864 -3.1550 3.8941
H 4.1770 -1.5588 4.4349
H 2.4403 -1.4435 3.6353
H 3.3901 -2.4957 1.3240
H 5.1367 -2.5441 2.1771
H 5.5113 -0.4825 1.1040
H 4.6303 0.3096 2.5700
H 4.0726 0.8322 -0.2018
H 2.9516 -0.6752 -0.0513
H 2.8595 2.4634 2.3707
H 1.4430 2.5193 0.2496
H -0.1096 1.5825 2.8867
H 0.8777 0.0532 3.3733
H -1.3695 -0.5842 2.3539
H -1.1174 0.4136 0.7748
H 1.0691 -1.9573 1.5000
H 1.1830 -2.0787 -1.0127
H 0.7342 -0.2484 -0.8346
H -0.6475 -1.5199 -1.3251
H -1.4003 -3.0396 2.1296
H -2.0525 -2.2524 0.4810
H -0.7581 -3.6687 0.3738
C 1.6711 -6.3234 -3.0220
C 1.5168 -5.6381 -4.3551
C 0.5895 -4.4913 -4.0163
O 0.8513 -4.1335 -2.6522
C 1.6691 -5.1536 -2.0624
H 2.5726 -6.9365 -2.9447
H 0.8023 -6.9646 -2.8315
H 2.4867 -5.2488 -4.6864
H 1.1226 -6.2877 -5.1406
H -0.4604 -4.7950 -4.0865
H 0.7451 -3.6217 -4.6613
H 2.6766 -4.7424 -1.9363
H 1.2747 -5.4189 -1.0777
C -5.7065 1.4981 -0.2170
C -4.4884 0.8684 0.4080
C -3.7044 2.0795 0.8642
O -4.6613 3.1011 1.1767
C -5.9441 2.6902 0.6840
H -6.5679 0.8278 -0.2731
H -5.4690 1.8381 -1.2320
H -4.7856 0.2672 1.2754
H -3.9249 0.2278 -0.2751
H -3.0590 2.4593 0.0651
H -3.0867 1.8724 1.7429
H -6.5618 2.4182 1.5469
H -6.4224 3.5230 0.1611
C -0.6413 6.5675 -0.1937
C -1.2276 5.1801 -0.1486
C -0.7823 4.6048 -1.4754
O 0.4670 5.2292 -1.8015
C 0.6711 6.3336 -0.9093
H -0.5143 7.0232 0.7916
H -1.2833 7.2224 -0.7948
H -0.7766 4.6135 0.6745
H -2.3129 5.1651 -0.0198
H -1.4942 4.8454 -2.2721
H -0.6529 3.5192 -1.4393
H 1.4619 6.0524 -0.2053
H 1.0026 7.2085 -1.4752

multiplicity	1
relative energy (zero: lowest compared OMol25 entry of this formula, charge and spin)	359.7	kJ/mol
charge	-1
HOMO-LUMO gap	0.2644	Eh
LUMO level	2.579	eV
E_HOMO	-4.6	eV

=====

The following is a quantum chemistry calculation of a cluster of 3 separate species, C21H46BClF5N8O5P2 in total, from OMol25.

Element x y z (Å)
C 0.9212 1.4797 4.4278
C -0.2417 2.3812 3.9582
Cl 0.4106 3.3722 2.5843
C -1.4111 1.5494 3.3833
C -2.7182 1.7005 4.1050
C -3.0875 0.8246 5.0960
C -4.3499 0.9971 5.7026
N -5.1871 1.9438 5.3973
N -4.7932 2.7661 4.4316
C -5.7702 3.8345 4.0455
F -6.8461 3.6701 4.7941
F -5.2874 5.0372 4.3334
C -6.2414 3.7239 2.5357
F -6.0028 2.5198 2.0447
F -7.5465 3.9343 2.5046
F -5.6822 4.6843 1.8240
C -3.6305 2.7292 3.7884
O -3.3428 3.6220 2.8574
B -2.5197 4.7235 3.2489
O -2.1701 5.6525 2.3401
O -2.1712 4.7910 4.5731
H 0.9289 1.3776 5.5101
H 1.8487 1.9648 4.1367
H 0.9097 0.5261 3.9058
H -0.5204 3.0135 4.7925
H -1.1316 0.5011 3.4778
H -1.5515 1.7043 2.3170
H -2.4308 0.0245 5.4035
H -4.6443 0.3210 6.4922
H -1.4829 5.3589 1.7299
H -2.4241 5.6435 4.9484
O -0.3895 -1.4842 1.3257
P -1.1569 -1.9867 0.1212
N -2.6308 -2.4883 0.8925
C -2.6832 -3.6742 1.7281
C -3.2593 -1.3679 1.5553
N -0.0923 -3.2318 -0.3806
C -0.4016 -4.6414 -0.3134
C 1.3309 -2.9878 -0.1551
N -1.8860 -1.9582 -1.4130
C -3.2646 -2.2822 -1.7507
C -1.0435 -1.6401 -2.5634
H -3.6583 -3.7398 2.2153
H -1.9067 -3.6848 2.5053
H -2.6033 -4.5812 1.1322
H -3.2496 -0.4861 0.9039
H -2.7189 -1.1126 2.4827
H -4.3058 -1.5775 1.7924
H -0.3614 -5.0270 0.7138
H 0.3163 -5.2092 -0.9090
H -1.3823 -4.8572 -0.7452
H 1.6402 -3.2369 0.8686
H 1.5767 -1.9447 -0.3376
H 1.9277 -3.5752 -0.8541
H -3.4764 -3.3367 -1.5690
H -3.4465 -2.0827 -2.8080
H -3.9836 -1.6789 -1.1990
H -0.8473 -2.5389 -3.1533
H -0.0845 -1.2304 -2.2482
H -1.5153 -0.8907 -3.2037
O 3.5002 -1.4326 -2.3669
P 3.9330 -0.3929 -3.3702
N 3.6910 -1.2491 -4.8536
C 4.5623 -2.3471 -5.2352
C 2.2932 -1.6243 -5.0339
N 5.5733 -0.2197 -2.8610
C 6.7173 -0.6278 -3.6435
C 5.8221 -0.3973 -1.4353
N 3.9970 1.1113 -4.1615
C 3.8728 1.3672 -5.5890
C 4.2731 2.2985 -3.3611
H 4.1744 -2.8283 -6.1345
H 4.6602 -3.1097 -4.4514
H 5.5526 -1.9890 -5.5107
H 1.6364 -0.7823 -4.7896
H 2.0059 -2.4714 -4.3973
H 2.1039 -1.8860 -6.0770
H 6.8417 -1.7180 -3.6612
H 7.6300 -0.1965 -3.2247
H 6.6543 -0.2521 -4.6672
H 5.9219 -1.4538 -1.1551
H 5.0119 0.0283 -0.8453
H 6.7368 0.1284 -1.1503
H 4.7094 0.9362 -6.1404
H 3.8680 2.4427 -5.7761
H 2.9431 0.9815 -6.0030
H 5.2917 2.6534 -3.5394
H 4.1723 2.0868 -2.2975
H 3.5718 3.1044 -3.5918

multiplicity	1
charge	+1
HOMO-LUMO gap	0.1756	Eh
LUMO level	-4.777	eV
E_HOMO	-9.6	eV

=====

Q: What is the formula in the third record?
A: C21H46BClF5N8O5P2

=====

Q: What is the formula in the third record?
A: C21H46BClF5N8O5P2

=====

Q: charge of number 2 (C21H46AlO3)?
A: -1